No. 1
This record from the Open Molecules 2025 dataset describes a molecular structure, C3H10N2O in a non-equilibrium geometry. The level of theory is the ωB97M-V functional and the def2-TZVPD basis.

Geometry as XYZ:
```
16
Properties=species:S:1:pos:R:3:forces:R:3
C 0.5853 0.7047 -1.7207 0.68 0.00 -0.42
N 0.1380 0.2606 -2.9204 0.02 -0.44 0.30
H -0.1722 -0.6980 -2.8694 0.07 -0.04 -0.56
O 0.1985 1.1546 0.9765 1.56 -1.13 -0.67
H -0.5849 -1.7838 1.1982 -0.22 0.22 0.07
C -0.3304 -1.0566 1.9797 0.15 0.94 -0.61
H -0.8273 -1.3483 2.9048 0.49 -0.22 0.10
N 1.2564 0.0189 -0.8763 0.71 0.07 -0.15
H -1.7150 0.1990 1.0253 0.64 0.65 -0.21
H 0.7614 -1.0371 1.9769 0.04 -0.28 0.86
H -0.4389 0.8887 -3.4455 -0.22 0.01 -0.11
H 1.6886 -0.8640 -1.1131 -0.60 -0.22 -0.43
H 0.9420 0.4472 0.3502 -1.85 2.02 1.10
H -1.1544 0.9481 2.4702 0.34 -0.14 0.29
H 0.4130 1.7646 -1.5420 -0.18 -0.20 0.49
C -0.7603 0.4012 1.6055 -1.64 -1.22 -0.05
```
Forces are in eV/Å.

Results
F_max in eV Å⁻¹: 2.95
ΔE to the lowest compared entry with this formula, charge and spin in eV: 2.248
Gap between HOMO and LUMO in Eh: 0.3225
Net charge: 0
HOMO energy in eV: -8.133

=====

No. 2
This record from the Open Molecules 2025 dataset describes 2 unconnected molecules or ions with the total composition C3H10N2O in a non-equilibrium geometry. The level of theory is the ωB97M-V functional and the def2-TZVPD basis.

Geometry as XYZ:
```
16
Properties=species:S:1:pos:R:3:forces:R:3
H -2.4968 -0.3682 -1.5087 0.56 -0.28 0.11
N 1.6491 -1.6657 -0.2929 1.02 0.66 0.01
O -1.9008 0.2605 -1.9188 -0.49 0.77 -0.95
H 1.1876 2.0625 1.2019 0.24 -0.15 0.14
H 1.5398 -2.4742 -0.8822 -0.33 0.11 -0.05
H 2.2242 0.8692 0.4550 0.27 0.54 0.41
N 1.3106 1.2385 0.6447 -0.39 -0.76 -0.28
H -1.2627 0.4361 2.0243 -0.06 0.33 0.11
C 0.4983 -0.9156 -0.0210 -1.67 -0.64 0.60
H -1.8270 0.2658 0.3582 -0.17 -0.19 0.14
H 2.4351 -1.1233 -0.6245 0.04 -0.08 -0.02
C 0.2918 0.2749 0.5595 0.76 0.61 -0.73
H -0.4165 -1.4881 -0.0776 0.00 -0.36 -0.08
H -1.1819 1.7931 0.8111 -0.05 0.05 0.34
H -0.9710 0.1127 -1.7181 -0.18 -0.53 0.48
C -1.0797 0.7217 0.9890 0.44 -0.10 -0.21
```
Forces are in eV/Å.

Results
F_max in eV Å⁻¹: 1.88
ΔE to the lowest compared entry with this formula, charge and spin in eV: 1.411
Gap between HOMO and LUMO in Eh: 0.2954
Net charge: 0
HOMO energy in eV: -7.168

=====

No. 3
This record from the Open Molecules 2025 dataset describes 2 unconnected molecules or ions with the total composition C3H10N2O in a non-equilibrium geometry. The level of theory is the ωB97M-V functional and the def2-TZVPD basis.

Geometry as XYZ:
```
16
Properties=species:S:1:pos:R:3:forces:R:3
C -1.6897 0.4119 -1.0930 0.33 -0.10 0.33
H 0.4522 -0.1676 0.3101 -0.01 -0.56 -0.99
N -0.3186 0.2411 2.2966 -0.23 -0.08 -0.03
C 2.3343 -0.6706 -1.0241 -0.17 -0.14 -0.07
H -1.8733 1.4090 -1.4881 -0.11 -0.04 -0.09
H 2.7268 -0.8914 -2.0288 0.08 0.01 -0.03
H 2.9052 -1.3099 -0.3255 0.07 -0.04 -0.01
H -0.7359 0.0055 -1.4663 -0.15 0.06 -0.02
H 2.6482 0.3707 -0.8026 -0.01 0.04 -0.01
H -2.5059 -0.2697 -1.3196 -0.06 0.08 -0.12
N -1.5468 0.4948 0.3731 0.08 -0.07 -0.32
C -0.4311 0.1896 0.9714 0.11 0.34 0.78
H 0.5279 -0.0995 2.7169 0.01 0.04 -0.03
H -1.1110 0.3811 2.9071 0.07 0.04 0.00
H -2.3494 0.7751 0.9136 -0.16 0.03 0.08
O 0.9672 -0.8702 -0.9408 0.17 0.40 0.51
```
Forces are in eV/Å.

Results
F_max in eV Å⁻¹: 1.14
ΔE to the lowest compared entry with this formula, charge and spin in eV: 2.923
Gap between HOMO and LUMO in Eh: 0.2686
Net charge: 0
HOMO energy in eV: -6.949

=====

No. 4
This record from the Open Molecules 2025 dataset describes 2 unconnected molecules or ions with the total composition C3H10N2O in a non-equilibrium geometry. The level of theory is the ωB97M-V functional and the def2-TZVPD basis.

Geometry as XYZ:
```
16
Properties=species:S:1:pos:R:3:forces:R:3
C -0.6651 0.9701 -1.5691 1.16 0.01 0.38
C 0.8087 -0.8926 1.4898 2.25 -0.55 2.61
N -1.3445 0.4522 -0.4214 -2.09 0.42 -0.21
H -0.9001 -0.1135 0.2876 0.35 0.18 -0.68
N 0.7458 -2.0117 0.7070 -0.86 0.81 -0.89
C 1.3828 0.3266 1.4138 0.18 0.11 -1.28
H -2.3724 1.2722 -2.3139 -0.08 -0.01 -0.51
H -0.1309 1.8923 -1.2981 0.28 -0.15 -0.29
H 1.2468 -2.1065 -0.1489 0.05 0.27 -0.37
H 0.6957 -1.1812 2.5466 -0.15 -0.17 -0.30
H 0.3772 -2.8501 1.0886 -0.27 -0.28 0.21
H -1.9113 1.1622 0.0300 0.25 -0.10 0.13
O -1.4832 1.3032 -2.6951 -0.57 -0.42 1.14
H 0.0106 0.1782 -1.8805 0.42 0.18 -0.17
H 2.0228 0.6475 2.2289 -1.10 0.32 0.61
H 1.5173 0.9511 0.5345 0.16 -0.62 -0.37
```
Forces are in eV/Å.

Results
F_max in eV Å⁻¹: 3.49
ΔE to the lowest compared entry with this formula, charge and spin in eV: 2.783
Gap between HOMO and LUMO in Eh: 0.3320
Net charge: 0
HOMO energy in eV: -8.207

=====

Number 1: LUMO 0.0236 Eh. Number 2: LUMO 0.0319 Eh. Number 3: LUMO 0.0132 Eh. Number 4: LUMO 0.0304 Eh.